No. 1
The ion C9H10ClO3P with charge -2. Source: OMol25; level of theory: wB97M-V/def2-TZVPD.

Values from the calculation:
**ΔE to the lowest compared entry with this formula, charge and spin**: 0.0 kcal/mol
**SMILES**: Cc1ccccc1[C@@](C)(Cl)P(=O)([O-])[O-]
**Multiplicity**: 1
**Charge**: -2
**Kohn-Sham gap**: 5.426 eV
**E_LUMO**: 0.2059 Eh

Last column: Mulliken charge in e.
Positions of all 24 atoms, in Å:
C -0.22617 -1.71801 -1.97609  -1.468
C 0.54435 -0.63276 -1.27770  0.993
C 1.78604 -0.30128 -1.81234  -0.618
C 2.61400 0.64733 -1.24044  -0.562
C 2.20298 1.27238 -0.07519  -0.880
C 0.96949 0.97140 0.46526  -0.686
C 0.11509 0.04601 -0.13119  0.366
C -1.24958 -0.15144 0.75154  0.807
C -2.11481 1.07469 0.59088  -1.516
Cl -2.20724 -1.54347 0.26051  -0.306
P -0.88557 -0.30618 2.69485  0.901
O 0.22050 -1.33180 2.77306  -0.806
O -2.24224 -0.72786 3.21523  -0.797
O -0.49195 1.12516 3.03592  -0.814
H -1.21084 -1.37433 -2.28754  0.322
H 0.32685 -2.06762 -2.85443  0.352
H -0.37893 -2.55920 -1.30289  0.336
H 2.11876 -0.81724 -2.71038  0.196
H 3.57561 0.87361 -1.69352  0.334
H 2.84917 1.98957 0.42138  0.364
H 0.66530 1.39174 1.41391  0.413
H -2.94111 0.98947 1.29795  0.369
H -2.50940 1.20201 -0.42744  0.358
H -1.53031 1.94780 0.86864  0.345

Forces on atoms 1 to 2 (eV/Å):
C -0.03 -0.14 -0.08
C -0.10 0.12 0.01

=====

No. 2
A structure of composition C9H10F15MgO17S5. Source: OMol25; level of theory: wB97M-V/def2-TZVPD.

Values from the calculation:
**ΔE to the lowest compared entry with this formula, charge and spin**: 0.0 kcal/mol
**Multiplicity**: 1
**Charge**: -3
**Kohn-Sham gap**: 7.402 eV
**E_LUMO**: 0.2095 Eh

Last column: Mulliken charge in e.
Positions of all 57 atoms, in Å:
Mg -26.83791 -7.64089 10.47892  3.226
C -24.01638 -10.78009 9.46900  0.437
F -25.03165 -11.65331 9.53842  -0.220
F -22.82887 -11.40704 9.46417  -0.256
F -24.11449 -10.18400 8.27749  -0.258
S -24.08979 -9.49058 10.87835  1.155
O -22.97055 -8.63818 10.55994  -0.717
O -25.40832 -8.88888 10.61193  -0.660
O -23.97709 -10.27472 12.09148  -0.726
C -24.26531 -6.04313 7.28634  0.513
F -25.30758 -6.01977 6.43166  -0.274
F -23.88204 -7.31239 7.40909  -0.201
F -23.30050 -5.30477 6.76628  -0.240
S -24.72863 -5.37274 9.02380  1.163
O -25.26693 -4.05757 8.75966  -0.780
O -25.66208 -6.34125 9.60913  -0.590
O -23.40863 -5.34970 9.63891  -0.735
C -25.89415 -6.87680 14.99238  0.480
F -25.66220 -8.17751 15.11099  -0.214
F -27.17553 -6.67846 15.32843  -0.237
F -25.15287 -6.18097 15.86702  -0.242
S -25.52632 -6.23585 13.27263  0.975
O -25.87924 -4.82706 13.40207  -0.728
O -24.11549 -6.53543 13.11315  -0.693
O -26.39391 -6.94952 12.32672  -0.806
C -28.88497 -11.56984 11.25885  0.557
F -27.64060 -12.02184 11.10998  -0.239
F -29.46047 -11.55602 10.06367  -0.228
F -29.56397 -12.42207 12.04028  -0.259
S -28.85817 -9.88612 12.11802  1.072
O -28.19043 -10.21380 13.37410  -0.751
O -28.02167 -9.03741 11.25496  -0.707
O -30.23241 -9.42708 12.21400  -0.706
C -29.14187 -4.31906 11.79208  0.527
F -30.14892 -3.42839 11.82916  -0.257
F -28.03179 -3.65156 11.48267  -0.212
F -28.95538 -4.86934 12.98180  -0.191
S -29.56917 -5.63767 10.49551  1.060
O -29.87231 -4.88377 9.29104  -0.783
O -28.34671 -6.44468 10.36669  -0.868
O -30.68019 -6.33109 11.13065  -0.725
C -30.38117 -10.86260 6.94012  -0.984
O -29.47127 -10.07634 7.62858  0.043
C -28.15824 -10.08576 7.11662  -0.961
C -27.20936 -9.54389 8.15848  0.319
O -27.35383 -8.20267 8.59580  0.381
C -27.46408 -7.27734 7.53069  -1.217
H -30.34026 -11.93857 7.16508  0.310
H -30.27980 -10.81845 5.84580  0.331
H -31.39194 -10.55588 7.20704  0.258
H -28.19718 -9.48016 6.19841  0.428
H -27.80966 -11.08267 6.81927  0.423
H -26.16733 -9.60189 7.81559  0.166
H -27.24609 -10.16698 9.05136  -0.109
H -28.31905 -7.51719 6.89140  0.198
H -26.58561 -7.44507 6.89313  0.525
H -27.49323 -6.24330 7.84903  0.227

Forces on atoms 1 to 2 (eV/Å):
Mg -0.25 0.39 1.14
C -0.14 1.38 1.05